{
  "formula": "C12H34Mn2N2O20S4",
  "method": "wB97M-V/def2-TZVPD",
  "elements": ["Mn", "Mn", "N", "O", "O", "O", "N", "O", "O", "O", "O", "H", "O", "H", "O", "S", "O", "O", "C", "C", "C", "H", "H", "H", "H", "H", "H", "H", "H", "O", "S", "O", "O", "C", "C", "C", "H", "H", "H", "H", "H", "H", "H", "H", "O", "S", "O", "O", "C", "C", "C", "H", "H", "H", "H", "H", "H", "H", "H", "O", "S", "O", "O", "C", "C", "C", "H", "H", "H", "H", "H", "H", "H", "H"],
  "xyz": [[-2.00, 2.84, 1.61], [-3.21, 0.24, 0.74], [-4.16, 1.22, 3.51], [-4.94, 1.22, 4.43], [-3.41, 2.21, 3.29], [-4.05, 0.20, 2.73], [0.69, 3.64, 3.37], [0.97, 3.29, 4.53], [-0.46, 3.34, 2.91], [1.52, 4.21, 2.60], [-1.46, 0.88, 1.46], [-0.52, 0.83, 1.34], [-3.52, 2.28, 0.33], [-4.11, 2.63, -0.32], [5.41, 0.35, 2.94], [4.21, 0.36, 2.17], [4.14, 0.65, 0.78], [3.57, -1.12, 2.27], [3.52, -1.73, 3.59], [3.52, -3.23, 3.39], [2.94, 1.25, 3.08], [2.53, -1.42, 3.95], [4.24, -1.39, 4.33], [2.95, -3.45, 2.48], [2.97, -3.76, 4.16], [4.50, -3.65, 3.20], [3.12, 2.28, 2.78], [3.11, 1.16, 4.13], [2.01, 1.00, 2.57], [-2.38, -0.02, -1.28], [-1.64, 0.10, -2.50], [-0.36, 0.71, -2.61], [-1.60, -1.39, -3.09], [-0.58, -1.71, -4.07], [-0.43, -3.23, -4.07], [-2.76, 0.80, -3.71], [0.36, -1.30, -3.70], [-0.82, -1.35, -5.07], [0.41, -3.48, -4.72], [-1.35, -3.70, -4.41], [-0.21, -3.57, -3.06], [-3.69, 0.25, -3.57], [-2.34, 0.67, -4.70], [-2.99, 1.83, -3.45], [-2.94, -1.83, 1.30], [-2.02, -2.92, 1.20], [-2.08, -3.99, 2.14], [-2.19, -3.57, -0.24], [-1.60, -4.87, -0.51], [-2.58, -5.99, -0.33], [-0.36, -2.24, 1.09], [-0.74, -5.01, 0.16], [-1.27, -4.82, -1.54], [-3.27, -5.87, 0.51], [-2.08, -6.95, -0.20], [-3.30, -6.04, -1.16], [-0.18, -2.02, 0.04], [0.35, -2.96, 1.47], [-0.43, -1.35, 1.71], [0.98, 5.11, -0.37], [0.70, 3.74, -0.65], [-0.49, 3.16, -0.09], [0.63, 3.57, -2.23], [1.70, 4.21, -2.98], [1.03, 5.10, -4.01], [2.15, 2.74, -0.30], [2.20, 3.40, -3.50], [2.31, 4.80, -2.30], [0.31, 4.56, -4.62], [1.72, 5.59, -4.69], [0.57, 5.93, -3.47], [2.30, 2.65, 0.77], [2.98, 3.17, -0.85], [1.87, 1.75, -0.67]],
  "multiplicity": 11,
  "homo_lumo_gap_ev": [8.46, 8.51],
  "charge": 0,
  "e_homo_ev": [-8.8, -8.9],
  "largest_force_ev_per_a": 2.43
}

---

{
  "formula": "C12H34N5O7P2Si",
  "method": "wB97M-V/def2-TZVPD",
  "elements": ["C", "Si", "C", "C", "O", "C", "C", "N", "C", "N", "C", "C", "C", "C", "C", "N", "N", "O", "C", "P", "O", "O", "O", "P", "N", "O", "O", "H", "H", "H", "H", "H", "H", "H", "H", "H", "H", "H", "H", "H", "H", "H", "H", "H", "H", "H", "H", "H", "H", "H", "H", "H", "H", "H", "H", "H", "H", "H", "H", "H", "H"],
  "xyz": [[4.11, -0.03, 1.96], [3.25, 0.62, 0.44], [4.53, 0.81, -0.92], [2.44, 2.25, 0.87], [2.09, -0.55, 0.06], [1.53, -0.53, -1.25], [0.76, -1.83, -1.41], [-0.68, -1.80, -1.02], [-0.85, -1.54, 0.33], [-0.81, -0.28, 0.87], [-2.12, 0.39, 1.14], [-2.03, 1.89, 0.85], [-3.32, 2.40, 0.21], [-3.29, 3.90, -0.19], [-1.91, 4.53, -0.24], [-1.08, 3.89, -1.27], [-0.98, -2.58, 1.11], [-1.16, -2.32, 2.44], [-0.94, -4.00, 0.73], [0.68, -4.81, 1.10], [0.43, -6.10, 1.72], [1.42, -3.79, 2.09], [1.54, -4.88, -0.23], [-1.76, -1.01, -2.08], [-1.90, 0.52, -2.05], [-1.23, -1.58, -3.47], [-3.13, -1.77, -1.84], [3.44, -0.15, 2.81], [4.60, -0.98, 1.76], [4.90, 0.66, 2.24], [5.46, 1.21, -0.53], [4.13, 1.45, -1.71], [4.70, -0.15, -1.39], [2.80, 2.55, 1.86], [1.36, 2.20, 0.92], [2.73, 3.02, 0.16], [0.89, 0.34, -1.39], [2.30, -0.49, -2.03], [0.83, -2.26, -2.40], [1.25, -2.53, -0.74], [-0.19, -0.24, 1.67], [-2.37, 0.23, 2.19], [-2.88, -0.04, 0.50], [-1.90, 2.41, 1.80], [-1.15, 2.11, 0.26], [-4.11, 2.25, 0.94], [-3.56, 1.79, -0.66], [-3.95, 4.46, 0.46], [-3.71, 3.99, -1.19], [-1.41, 4.52, 0.73], [-2.05, 5.58, -0.49], [-1.66, 3.46, -1.97], [-0.48, 4.57, -1.72], [-0.91, -3.13, 2.92], [-1.26, -4.14, -0.29], [-1.65, -4.51, 1.38], [1.75, -2.98, 1.67], [2.30, -4.29, -0.20], [-1.32, 0.95, -1.33], [-1.43, -0.93, -4.15], [-3.03, -2.71, -2.04]],
  "homo_lumo_gap_ev": 7.58,
  "charge": 1,
  "smiles": "C[Si](C)(C)OCCN(/C(NCCCCCN)=[N+](/O)CP(=O)(O)O)P(=N)(O)O",
  "e_homo_ev": -11.5,
  "largest_force_ev_per_a": 1.24
}

---

{
  "formula": "C12H34N6Rh",
  "method": "wB97M-V/def2-TZVPD",
  "elements": ["Rh", "N", "C", "C", "N", "C", "C", "N", "C", "C", "N", "H", "H", "H", "H", "H", "H", "H", "H", "H", "H", "H", "H", "H", "H", "H", "H", "H", "H", "C", "N", "C", "C", "C", "N", "C", "C", "H", "H", "H", "H", "H", "H", "H", "H", "H", "H", "H", "H", "H", "H", "H", "H"],
  "xyz": [[-0.55, 0.13, -0.14], [-2.59, 0.53, 0.31], [-3.56, -0.14, -0.61], [-2.83, -0.36, -1.90], [-1.58, -1.13, -1.60], [-0.74, -1.28, -2.83], [0.68, -1.53, -2.38], [1.05, -0.41, -1.50], [-1.86, -2.46, -0.98], [-1.75, -2.39, 0.53], [-0.52, -1.60, 0.81], [-2.86, 0.42, 1.28], [-2.66, 1.53, 0.13], [-4.45, 0.47, -0.73], [-3.89, -1.08, -0.16], [-2.52, 0.59, -2.34], [-3.44, -0.88, -2.64], [-0.82, -0.35, -3.40], [-1.13, -2.08, -3.46], [1.36, -1.62, -3.22], [0.75, -2.45, -1.80], [1.24, 0.43, -2.05], [1.93, -0.59, -1.01], [-1.13, -3.17, -1.36], [-2.83, -2.85, -1.27], [-1.68, -3.39, 0.96], [-2.58, -1.89, 1.02], [0.30, -2.11, 0.48], [-0.39, -1.47, 1.81], [4.07, 0.34, -0.28], [2.87, 0.26, 0.58], [3.03, -0.76, 1.61], [2.57, 1.59, 1.11], [1.27, 1.75, 1.88], [-0.10, 1.75, 1.19], [-0.20, 2.89, 0.26], [-1.03, 1.90, 2.35], [4.90, 0.87, 0.21], [3.85, 0.89, -1.20], [4.43, -0.66, -0.52], [3.78, -0.48, 2.37], [3.36, -1.69, 1.16], [2.09, -0.94, 2.14], [2.65, 2.31, 0.29], [3.35, 1.87, 1.83], [1.32, 2.73, 2.37], [1.21, 1.01, 2.67], [0.19, 3.80, 0.73], [-1.24, 3.10, -0.01], [0.38, 2.70, -0.65], [-0.63, 2.65, 3.04], [-1.13, 0.96, 2.89], [-2.01, 2.28, 2.04]],
  "homo_lumo_gap_ev": 5.80,
  "charge": 3,
  "e_homo_ev": -17.9,
  "largest_force_ev_per_a": 3.32
}

---

{
  "formula": "C12H35AlBCaCl9F4N4O10PSi",
  "method": "wB97M-V/def2-TZVPD",
  "elements": ["C", "C", "Cl", "C", "Cl", "Si", "B", "N", "O", "H", "H", "H", "H", "H", "H", "H", "H", "C", "N", "C", "C", "C", "C", "O", "H", "H", "H", "H", "H", "H", "H", "H", "H", "H", "H", "H", "H", "H", "C", "O", "N", "N", "H", "H", "H", "H", "C", "Cl", "Cl", "Cl", "H", "F", "Al", "F", "F", "F", "O", "P", "O", "O", "O", "O", "H", "H", "H", "Ca", "C", "Cl", "Cl", "Cl", "Cl", "O", "H", "H", "C", "O", "H", "H", "H"],
  "xyz": [[3.69, 6.13, 0.52], [2.24, 5.74, -0.15], [1.59, 4.02, 0.17], [1.43, 6.68, -1.02], [2.17, 8.39, -1.29], [-0.23, 6.20, -1.88], [-1.69, 5.82, -0.68], [-2.18, 4.36, -0.63], [-2.35, 6.83, 0.23], [4.17, 5.18, 1.05], [4.45, 6.42, -0.36], [3.65, 6.98, 1.33], [-0.09, 5.07, -2.83], [-0.63, 7.38, -2.69], [-1.43, 3.78, -0.17], [-2.24, 3.97, -1.61], [-1.79, 6.93, 1.07], [-1.95, 0.89, 1.32], [-3.09, -0.13, 1.37], [-3.68, -0.11, 2.78], [-2.53, -1.52, 1.10], [-4.22, 0.23, 0.38], [-3.82, 0.21, -1.11], [-2.79, 1.14, -1.38], [-1.32, 0.74, 2.20], [-1.35, 0.71, 0.42], [-2.38, 1.89, 1.33], [-2.89, -0.38, 3.50], [-4.49, -0.84, 2.83], [-4.05, 0.90, 2.98], [-2.04, -1.52, 0.12], [-3.36, -2.23, 1.12], [-1.80, -1.76, 1.88], [-4.56, 1.24, 0.66], [-5.04, -0.48, 0.56], [-4.69, 0.48, -1.71], [-3.50, -0.79, -1.42], [-2.62, 1.12, -2.34], [1.02, -2.46, 0.88], [0.21, -2.00, 0.09], [1.14, -2.00, 2.14], [1.86, -3.47, 0.57], [1.80, -2.38, 2.80], [0.54, -1.25, 2.43], [1.80, -3.84, -0.36], [2.52, -3.85, 1.22], [5.61, 2.46, 2.33], [6.85, 3.66, 2.74], [5.15, 1.52, 3.76], [4.19, 3.25, 1.62], [6.02, 1.78, 1.59], [-3.39, -5.54, -1.12], [-4.94, -4.62, -1.03], [-6.31, -5.73, -1.42], [-4.90, -3.27, -2.22], [-5.15, -3.96, 0.63], [0.02, -4.97, -4.21], [0.39, -5.76, -2.94], [-0.76, -5.67, -1.93], [1.66, -5.15, -2.32], [0.64, -7.23, -3.30], [2.71, 0.19, -0.30], [2.42, -0.50, 0.35], [2.39, 1.09, -0.05], [2.43, -0.05, -1.22], [-2.31, 1.16, 4.57], [5.79, -3.91, -0.73], [6.09, -4.09, 1.02], [4.19, -4.57, -1.13], [5.84, -2.18, -1.16], [7.05, -4.78, -1.65], [5.93, -0.50, 6.33], [5.91, -1.17, 5.64], [5.53, 0.28, 5.92], [-2.92, -4.06, -5.42], [-3.18, -5.14, -4.69], [-1.93, -3.59, -5.27], [-2.93, -4.18, -6.51], [-3.59, -3.19, -5.30]],
  "homo_lumo_gap_ev": 1.60,
  "charge": -1,
  "e_homo_ev": -2.5,
  "largest_force_ev_per_a": 5.60
}

---

{
  "formula": "C12H35N3O4",
  "method": "wB97M-V/def2-TZVPD",
  "elements": ["O", "H", "H", "C", "C", "C", "O", "C", "N", "H", "H", "H", "H", "H", "H", "H", "H", "H", "H", "H", "C", "C", "C", "O", "C", "N", "H", "H", "H", "H", "H", "H", "H", "H", "H", "H", "H", "C", "C", "C", "O", "C", "N", "H", "H", "H", "H", "H", "H", "H", "H", "H", "H", "H"],
  "xyz": [[-0.22, -0.30, -1.51], [-0.01, 0.15, -0.67], [0.54, -0.16, -2.07], [5.50, 1.87, 0.45], [6.10, 0.47, 0.46], [5.36, -0.44, -0.50], [4.05, -0.69, -0.02], [3.22, -1.21, -1.02], [7.53, 0.53, 0.18], [5.87, 2.47, 1.27], [4.41, 1.81, 0.45], [5.80, 2.37, -0.48], [5.93, 0.06, 1.46], [5.88, -1.40, -0.62], [5.30, -0.01, -1.51], [2.26, -1.50, -0.60], [3.66, -2.07, -1.54], [3.01, -0.43, -1.77], [7.66, 0.91, -0.76], [7.89, -0.42, 0.10], [-3.57, -0.67, -3.47], [-4.11, -0.01, -2.21], [-4.48, -1.12, -1.21], [-5.20, -0.58, -0.13], [-6.10, -1.49, 0.45], [-3.07, 0.87, -1.64], [-4.24, -1.44, -3.87], [-2.61, -1.14, -3.24], [-3.38, 0.04, -4.28], [-5.00, 0.59, -2.40], [-3.55, -1.58, -0.88], [-5.06, -1.89, -1.73], [-6.53, -1.02, 1.33], [-5.60, -2.42, 0.75], [-6.89, -1.77, -0.26], [-3.30, 0.90, -0.65], [-2.17, 0.40, -1.68], [-2.60, 1.28, 1.68], [-1.80, 0.02, 1.99], [-0.35, 0.31, 2.21], [0.30, 0.76, 1.03], [1.53, 1.39, 1.32], [-2.30, -0.53, 3.26], [-2.51, 1.96, 2.53], [-3.64, 1.03, 1.48], [-2.19, 1.80, 0.81], [-1.90, -0.70, 1.16], [0.20, -0.58, 2.56], [-0.23, 1.05, 3.02], [1.38, 2.38, 1.76], [2.09, 1.55, 0.40], [2.15, 0.76, 1.98], [-1.76, -1.34, 3.52], [-3.27, -0.81, 3.15]],
  "homo_lumo_gap_ev": 9.55,
  "charge": 0,
  "smiles": "COC[C@H](C)N.COC[C@H](C)N.COC[C@H](C)N.O",
  "e_homo_ev": -8.8,
  "largest_force_ev_per_a": 1.09,
  "relative_energy_kj_mol": 43.62
}

---

{
  "formula": "C12H36B3O6S3V",
  "method": "wB97M-V/def2-TZVPD",
  "elements": ["V", "B", "H", "H", "H", "H", "B", "H", "H", "H", "H", "B", "H", "H", "H", "H", "C", "C", "C", "S", "O", "O", "C", "H", "H", "H", "H", "H", "H", "H", "H", "C", "C", "C", "S", "O", "O", "C", "H", "H", "H", "H", "H", "H", "H", "H", "C", "C", "C", "S", "O", "O", "C", "H", "H", "H", "H", "H", "H", "H", "H"],
  "xyz": [[0.00, 0.38, 0.02], [-0.98, 1.05, 1.91], [-1.31, 1.84, 1.17], [-1.26, 1.36, 2.99], [-1.42, 0.08, 1.54], [0.14, 0.94, 1.91], [-0.07, -1.28, -1.60], [-0.43, -0.94, -2.64], [-0.91, -1.04, -0.88], [0.15, -2.42, -1.67], [0.92, -0.86, -1.25], [0.63, 2.29, -0.86], [0.96, 1.38, -1.44], [1.03, 2.11, 0.18], [0.99, 3.26, -1.36], [-0.50, 2.30, -0.85], [-4.36, 3.12, -2.85], [-4.40, 1.78, -3.63], [-4.17, 0.64, -2.62], [-3.40, 1.38, -1.15], [-2.13, 0.77, -0.84], [-4.39, 1.40, -0.12], [-3.21, 3.02, -1.91], [-5.33, 3.20, -2.34], [-4.39, 3.98, -3.52], [-3.64, 1.81, -4.42], [-5.35, 1.63, -4.13], [-3.45, -0.06, -3.05], [-5.02, 0.01, -2.38], [-2.21, 3.02, -2.34], [-3.22, 3.76, -1.11], [-1.41, -3.60, 3.31], [-1.55, -2.14, 3.73], [-0.14, -1.54, 3.85], [0.69, -2.33, 2.36], [2.01, -2.87, 2.67], [0.56, -1.49, 1.17], [-0.45, -3.74, 2.13], [-2.37, -4.08, 3.14], [-1.00, -4.22, 4.13], [-2.11, -2.06, 4.66], [-2.08, -1.56, 2.98], [0.48, -1.90, 4.68], [0.04, -0.48, 3.74], [0.12, -4.66, 2.10], [-0.98, -3.57, 1.19], [5.56, -0.80, -0.63], [5.41, 0.49, -1.44], [3.97, 0.93, -1.25], [3.56, 0.59, 0.51], [2.16, 0.25, 0.56], [4.07, 1.54, 1.46], [4.56, -0.93, 0.53], [6.54, -0.81, -0.15], [5.64, -1.73, -1.21], [5.52, 0.24, -2.50], [6.06, 1.30, -1.12], [3.34, 0.15, -1.69], [3.58, 1.89, -1.58], [3.88, -1.78, 0.46], [5.07, -0.95, 1.48]],
  "multiplicity": 3,
  "homo_lumo_gap_ev": [8.91, 10.06],
  "charge": 0,
  "e_homo_ev": [-9.1, -9.5],
  "largest_force_ev_per_a": 2.74,
  "relative_energy_kj_mol": 126.57
}

---

{
  "formula": "C12H36B4ClNO15P4",
  "method": "wB97M-V/def2-TZVPD",
  "elements": ["N", "P", "O", "B", "O", "B", "B", "O", "O", "O", "B", "P", "O", "Cl", "O", "H", "H", "H", "H", "H", "H", "O", "P", "O", "C", "C", "O", "C", "C", "O", "C", "C", "H", "H", "H", "H", "H", "H", "H", "H", "H", "H", "H", "H", "H", "H", "H", "O", "P", "O", "C", "C", "O", "C", "C", "O", "C", "C", "H", "H", "H", "H", "H", "H", "H", "H", "H", "H", "H", "H", "H", "H", "H"],
  "xyz": [[1.58, 3.53, -1.70], [0.21, 4.31, -2.55], [0.39, 3.77, -4.23], [-1.49, 3.56, -2.01], [-1.68, 2.11, -2.35], [-3.14, 1.99, -2.56], [-3.85, 0.55, -2.15], [-4.00, 0.22, -0.72], [-4.33, -0.30, -3.29], [-3.97, 3.09, -3.07], [-3.87, 4.15, -2.00], [-5.47, 5.14, -1.63], [-6.81, 4.31, -2.45], [-5.81, 4.97, 0.48], [-2.56, 4.32, -1.32], [2.03, 4.15, -0.99], [1.31, 2.60, -1.28], [-0.54, 3.45, -4.50], [-3.11, -0.05, -0.31], [-4.33, 0.33, -4.09], [-6.97, 4.74, -3.35], [-5.01, -2.77, 5.86], [-4.90, -3.59, 4.55], [-3.32, -4.04, 4.80], [-3.07, -5.09, 5.72], [-3.35, -6.43, 5.08], [-4.55, -2.25, 3.61], [-5.17, -1.00, 3.90], [-4.19, -0.10, 4.62], [-4.77, -4.50, 3.08], [-5.74, -4.26, 2.08], [-5.14, -3.46, 0.93], [-3.66, -4.95, 6.63], [-2.01, -5.03, 6.00], [-4.42, -6.55, 4.88], [-3.03, -7.25, 5.74], [-2.82, -6.53, 4.12], [-6.09, -1.14, 4.47], [-5.45, -0.55, 2.94], [-3.80, -0.56, 5.53], [-4.66, 0.86, 4.88], [-3.32, 0.11, 3.98], [-6.62, -3.76, 2.50], [-6.06, -5.24, 1.71], [-5.07, -2.40, 1.19], [-5.76, -3.54, 0.04], [-4.12, -3.81, 0.71], [4.74, 1.79, -1.27], [5.77, 1.02, -2.12], [6.17, -0.06, -0.93], [5.28, -1.13, -0.67], [5.45, -2.22, -1.71], [7.01, 2.09, -1.81], [6.72, 3.48, -1.69], [6.71, 3.88, -0.22], [6.93, 0.16, -3.08], [7.42, 0.79, -4.25], [8.84, 1.28, -4.03], [4.24, -0.77, -0.64], [5.52, -1.52, 0.32], [5.12, -1.88, -2.69], [4.85, -3.10, -1.44], [6.50, -2.52, -1.80], [5.78, 3.74, -2.19], [7.52, 4.03, -2.21], [6.00, 3.29, 0.35], [6.46, 4.94, -0.11], [7.70, 3.71, 0.22], [6.76, 1.62, -4.55], [7.41, 0.05, -5.05], [8.86, 2.21, -3.45], [9.33, 1.48, -4.99], [9.43, 0.54, -3.47]],
  "homo_lumo_gap_ev": 6.70,
  "charge": 0,
  "smiles": "NP(O)B1OB(B(O)O)OB(P(O)Cl)O1.CCOP(=O)(OCC)OCC.CCOP(=O)(OCC)OCC",
  "e_homo_ev": -8.6,
  "largest_force_ev_per_a": 9.59
}